Here is a cluster of 13 separate species, C39H72O39 in total in a non-equilibrium geometry from OMol25. Energies are from ωB97M-V/def2-TZVPD.

Values from the calculation:
E_HOMO = -10.55 eV
gap between HOMO and LUMO = 10.4 eV

Structure (XYZ):
```
150
Properties=species:S:1:pos:R:3:forces:R:3
C 0.588 5.658 4.907 -0.7 -1.0 0.6
C -0.563 6.280 5.691 0.3 -0.4 1.7
O -1.362 7.071 4.775 1.2 -0.8 2.6
C -0.815 6.894 3.607 -0.2 -0.3 -2.2
O -1.285 7.366 2.623 0.4 0.1 -0.7
O 0.252 6.043 3.624 0.1 1.0 -1.9
H 0.543 4.570 4.955 0.0 -0.1 0.0
H 1.596 5.918 5.230 -0.1 0.6 -0.3
H -0.082 6.850 6.486 -0.8 0.5 0.1
H -1.166 5.477 6.115 -0.3 0.4 0.1
C 8.621 1.954 6.635 1.3 -1.4 -0.5
C 7.977 2.819 5.628 -0.3 1.4 -0.2
O 7.028 3.478 6.392 -2.9 2.0 1.0
C 7.132 3.222 7.702 -4.3 0.2 1.5
O 6.346 3.571 8.584 2.2 0.1 -2.2
O 7.995 2.274 7.866 2.7 -1.5 0.8
H 9.684 2.182 6.568 0.1 -0.3 1.0
H 8.455 0.906 6.383 0.1 -0.1 0.5
H 7.455 2.267 4.846 0.4 0.4 -0.4
H 8.579 3.699 5.402 0.7 -0.8 -1.5
C 0.857 -1.379 0.138 -0.7 1.1 1.0
C 1.298 -0.065 -0.536 -0.5 -1.1 -0.5
O 2.094 0.654 0.445 -0.5 -0.6 -1.3
C 2.196 -0.118 1.521 0.4 0.2 3.8
O 2.728 0.165 2.591 -0.7 -0.3 -2.9
O 1.494 -1.257 1.396 0.7 -1.0 0.3
H 1.057 -2.321 -0.373 0.5 0.2 0.1
H -0.206 -1.330 0.372 -0.1 -0.2 -0.3
H 0.369 0.447 -0.788 0.6 0.7 -0.1
H 1.851 -0.395 -1.416 0.4 1.0 0.0
C -3.205 -0.414 4.848 1.2 -0.4 0.8
O -3.781 0.318 3.820 -0.4 0.0 -1.5
C -4.453 1.388 4.095 -2.1 3.4 2.8
O -4.533 1.984 5.222 0.4 -2.3 -4.3
O -5.142 1.766 2.956 2.5 -2.0 1.4
C -6.064 2.790 3.093 -0.6 0.7 -0.6
H -2.343 0.128 5.236 -0.1 0.0 0.3
H -2.817 -1.304 4.352 -0.3 -0.1 0.3
H -3.914 -0.626 5.648 0.1 -0.1 -0.1
H -5.588 3.641 3.580 -0.6 0.0 0.4
H -6.964 2.353 3.526 0.0 0.7 0.5
H -6.304 3.071 2.068 -0.1 0.1 0.0
C -1.618 -9.657 1.026 0.7 -0.7 0.8
O -2.093 -10.032 -0.225 -0.4 0.8 -3.7
C -2.385 -9.040 -1.132 -1.5 1.1 0.9
O -2.207 -7.848 -0.993 0.6 -1.1 0.4
O -3.124 -9.524 -2.150 0.2 -1.6 0.7
C -3.962 -8.635 -2.863 0.1 1.4 -0.6
H -0.844 -8.890 1.031 -0.7 0.6 -0.2
H -1.068 -10.539 1.354 -0.3 -0.1 0.4
H -2.529 -9.514 1.607 0.6 0.6 0.6
H -4.859 -8.281 -2.354 0.2 -0.3 0.8
H -4.370 -9.078 -3.771 0.7 -0.5 0.1
H -3.382 -7.747 -3.115 -0.1 0.0 -0.2
C -0.967 3.347 -8.617 1.7 0.8 0.2
O -1.648 2.123 -8.730 -0.5 0.8 -1.4
C -1.663 1.272 -7.766 -0.2 -2.9 2.5
O -1.198 1.355 -6.638 -0.5 0.3 -1.8
O -2.343 0.146 -8.244 0.8 0.9 0.0
C -2.308 -1.060 -7.472 -0.3 0.8 1.4
H 0.025 3.229 -8.182 -0.1 -0.4 0.5
H -1.463 4.127 -8.040 -0.4 -0.3 -0.1
H -0.710 3.696 -9.617 -0.7 -0.1 -0.1
H -3.325 -1.356 -7.215 -0.2 -0.1 -0.6
H -1.907 -0.816 -6.488 0.5 -0.2 -0.1
H -1.764 -1.883 -7.935 0.0 0.4 -0.3
C 4.076 -6.759 -1.802 0.5 0.2 1.1
O 3.332 -6.838 -2.994 -1.4 -0.9 0.2
C 3.645 -6.248 -4.114 4.8 3.7 -0.9
O 4.730 -5.645 -4.344 -2.4 -1.9 0.8
O 2.658 -6.210 -4.952 -2.4 -1.2 -0.2
C 2.764 -5.707 -6.292 0.6 0.0 0.4
H 3.631 -7.455 -1.090 0.0 -0.4 -0.5
H 3.953 -5.821 -1.261 0.0 0.5 -0.6
H 5.142 -6.957 -1.906 -0.1 0.0 -0.4
H 1.853 -5.961 -6.834 0.0 -0.2 0.4
H 3.619 -6.192 -6.763 0.0 0.4 -0.1
H 2.843 -4.621 -6.248 0.3 -0.1 -0.1
C 5.925 1.606 -7.054 1.1 -0.7 -0.1
O 5.397 2.843 -7.496 -0.1 0.8 -1.0
C 5.743 3.280 -8.750 -1.3 0.3 0.1
O 6.497 2.759 -9.531 -0.5 0.4 0.8
O 4.962 4.403 -8.996 1.4 -1.4 0.8
C 5.049 4.957 -10.295 0.1 0.0 -1.1
H 5.643 1.383 -6.025 -0.4 0.6 -0.1
H 7.015 1.643 -7.062 0.1 0.0 -0.1
H 5.615 0.753 -7.658 -0.1 0.2 -0.3
H 4.785 4.227 -11.061 -0.6 -0.1 0.2
H 6.024 5.270 -10.668 0.4 0.1 0.9
H 4.393 5.827 -10.307 -0.1 -0.3 0.0
C -4.871 5.069 -3.695 0.2 -0.1 -0.3
O -6.198 4.551 -3.961 -0.7 0.1 -0.9
C -6.822 4.535 -5.192 -0.4 -0.4 -1.1
O -7.988 4.196 -5.345 2.8 0.9 0.4
O -5.935 4.893 -6.205 1.0 -0.3 2.7
C -6.046 4.878 -7.596 -1.8 0.7 -1.2
H -4.843 6.158 -3.693 -0.2 0.0 -0.6
H -4.121 4.615 -4.342 -0.2 0.3 -0.4
H -4.542 4.805 -2.690 -0.8 -0.4 0.1
H -5.127 5.043 -8.159 0.7 -0.5 1.0
H -6.593 5.769 -7.906 -0.6 -0.1 0.0
H -6.552 4.004 -8.005 0.0 -0.1 0.3
C 2.162 -0.708 10.197 0.9 -0.5 0.0
O 1.004 0.087 10.298 -0.2 -0.3 -0.1
C -0.173 -0.541 10.314 -1.5 -1.9 0.1
O -0.430 -1.764 10.334 1.0 3.5 0.0
O -1.060 0.468 10.292 -1.0 0.0 1.1
C -2.480 0.243 10.631 0.9 -0.6 -0.9
H 2.049 -1.622 10.779 0.0 0.0 -0.2
H 3.012 -0.143 10.581 -0.3 0.2 0.2
H 2.409 -0.920 9.157 -0.3 -0.2 -0.1
H -2.666 -0.331 11.539 0.6 -0.2 -0.1
H -2.853 -0.289 9.756 -0.6 0.1 0.3
H -2.973 1.203 10.783 0.5 0.1 -0.4
C 2.223 7.622 -2.792 0.4 0.1 -0.6
O 1.783 7.908 -4.133 1.5 2.5 -0.8
C 2.385 9.015 -4.786 -0.9 -0.8 -0.6
O 1.870 9.416 -5.815 1.5 -0.2 2.0
O 3.545 9.465 -4.167 -1.3 -0.1 -0.4
C 4.115 10.752 -4.567 -0.5 -0.2 -0.7
H 3.269 7.321 -2.839 -0.1 -0.3 0.2
H 1.558 6.821 -2.470 0.2 0.2 0.3
H 2.186 8.522 -2.178 -0.3 -0.2 0.1
H 4.724 11.172 -3.767 -0.4 -0.5 0.3
H 3.325 11.446 -4.856 -0.1 -0.1 0.2
H 4.762 10.663 -5.440 -0.1 -0.4 0.0
C -11.434 -3.236 0.133 -0.6 -0.1 -0.8
O -10.036 -3.352 0.150 0.8 -0.7 0.3
C -9.288 -2.556 -0.585 0.2 1.8 -0.8
O -9.655 -1.537 -1.145 0.5 -1.2 0.4
O -8.049 -3.054 -0.556 -1.0 -1.6 0.9
C -6.940 -2.465 -1.145 0.3 1.4 -0.3
H -11.763 -2.222 0.362 0.0 -0.2 0.5
H -11.757 -4.062 0.767 -0.3 0.6 0.4
H -11.832 -3.456 -0.857 0.2 0.0 -0.2
H -7.166 -2.182 -2.173 0.2 0.0 -0.1
H -6.092 -3.147 -1.075 -0.3 -0.2 -0.1
H -6.693 -1.575 -0.568 0.2 0.2 -0.2
C 3.153 -6.893 6.191 -0.7 -0.6 -2.3
O 4.095 -7.026 7.191 1.2 0.6 2.3
C 4.297 -8.243 7.636 0.7 -3.1 1.2
O 3.685 -9.244 7.282 1.1 1.6 0.5
O 5.324 -8.280 8.611 -1.5 1.8 -1.9
C 5.893 -9.515 8.986 -0.4 -0.9 0.1
H 2.896 -5.852 5.992 0.3 -0.1 0.5
H 2.258 -7.504 6.309 0.0 0.2 0.5
H 3.657 -7.309 5.319 -0.4 0.2 -0.6
H 5.111 -10.251 9.172 0.0 -0.1 -0.1
H 6.449 -9.382 9.914 -0.2 0.4 -0.1
H 6.587 -9.908 8.245 -0.1 0.1 -0.2
```
Forces are in eV/Å.

Here are the Mulliken charges for atoms 1 to 2, given in e: -0.2263, -0.2563



Here is the molecule C6H10O in a non-equilibrium geometry from OMol25. Energies are from ωB97M-V/def2-TZVPD.

Values from the calculation:
E_HOMO = -8.96 eV
gap between HOMO and LUMO = 10.1 eV

Structure (XYZ):
```
17
Properties=species:S:1:pos:R:3:forces:R:3
C -1.654 -0.158 0.014 -3.1 -1.0 -1.1
C -0.809 1.080 -0.040 1.4 4.2 -3.4
C 0.577 0.594 0.580 -0.6 -0.2 1.0
C 2.030 0.366 0.033 4.6 16.8 0.9
C 0.557 -0.741 -0.124 -2.0 3.4 -5.6
C -0.659 -1.365 0.241 -2.0 0.1 2.9
H -2.619 -0.081 0.655 2.0 -0.5 -0.4
H -2.108 -0.406 -1.016 0.5 0.8 1.2
H -1.290 2.249 -0.066 1.2 -3.5 1.2
H -0.534 1.040 -1.201 -0.3 1.0 2.4
H 0.634 0.315 1.693 -0.5 0.9 -1.3
H 3.041 0.654 0.460 -1.2 0.0 1.3
H 2.267 0.982 -0.872 -1.2 -0.2 -0.8
H 0.184 -0.362 -1.212 2.2 -1.3 1.0
H -0.464 -1.214 1.310 -1.4 -2.6 0.9
H -1.079 -2.153 -0.354 0.3 -1.2 0.8
O 1.925 -0.799 -0.102 0.0 -16.7 -1.2
```
Forces are in eV/Å.

Here are the Mulliken charges for atoms 1 to 2, given in e: -0.4665, -0.6705



Here is the molecule C5H10O in a non-equilibrium geometry from OMol25. Energies are from ωB97M-V/def2-TZVPD.

Values from the calculation:
E_HOMO = -9.01 eV
gap between HOMO and LUMO = 9.9 eV
structure (SMILES) = CC/C=C/CO

Structure (XYZ):
```
16
Properties=species:S:1:pos:R:3:forces:R:3
C -1.628 1.990 -1.810 3.7 0.0 -0.7
C -1.213 0.625 -1.286 -1.0 -1.6 -1.3
C 1.368 -0.625 1.303 -1.2 -0.7 1.9
O 1.392 -1.964 1.918 -2.9 0.9 0.6
C 0.248 -0.625 0.221 1.8 2.0 1.3
C -0.126 0.585 -0.254 1.6 -2.2 -1.4
H -2.426 1.674 -2.445 -2.0 1.6 0.4
H -0.923 2.339 -2.618 -0.1 -0.6 0.6
H -1.333 2.743 -1.026 -2.3 -0.3 -0.6
H -0.870 0.005 -2.171 -0.2 0.6 0.7
H -2.211 0.054 -1.034 2.1 1.0 0.4
H 1.082 0.089 2.219 0.8 -1.0 -2.4
H 2.390 -0.426 0.942 -0.5 0.0 0.1
H 0.415 -2.025 2.290 3.1 -0.2 -1.0
H -0.014 -1.600 -0.159 -0.9 -0.2 0.4
H 0.860 1.160 -0.391 -2.1 0.6 0.9
```
Forces are in eV/Å.

Here are the Mulliken charges for atoms 1 to 2, given in e: -1.1836, -0.1240



Here is a cluster of 2 separate species, C3H6NO2 in total in a non-equilibrium geometry from OMol25. Energies are from ωB97M-V/def2-TZVPD.

Values from the calculation:
E_HOMO = -3.64 eV
gap between HOMO and LUMO = 7.8 eV
charge = -1

Structure (XYZ):
```
12
Properties=species:S:1:pos:R:3:forces:R:3
C 0.718 -1.194 -1.239 -1.1 1.6 2.4
C 1.217 0.602 0.389 0.7 -0.4 -3.3
N 1.495 -0.054 -0.706 1.7 -1.8 3.1
H 1.362 -1.835 -1.769 0.6 -0.3 -1.8
H 0.519 -1.864 -0.366 -0.2 0.7 -0.3
H -0.264 -0.914 -1.621 0.0 -0.3 -0.7
H 0.324 1.153 0.403 -1.4 0.2 1.0
H 1.968 0.790 1.177 0.3 0.3 -0.7
O -1.526 1.753 0.120 0.0 -1.5 0.9
C -1.812 0.785 0.904 1.3 1.5 1.9
O -1.142 0.303 1.910 -1.5 0.8 -2.6
H -2.857 0.475 0.797 -0.5 -0.9 -0.1
```
Forces are in eV/Å.

Here are the Mulliken charges for atoms 1 to 2, given in e: -0.7169, -0.1438



Here is the molecule C3H6N2O in a non-equilibrium geometry from OMol25. Energies are from ωB97M-V/def2-TZVPD.

Values from the calculation:
E_HOMO = -9.69 eV
gap between HOMO and LUMO = 10.6 eV
structure (SMILES) = C/C=N\C(N)=O

Structure (XYZ):
```
12
Properties=species:S:1:pos:R:3:forces:R:3
C -1.462 0.329 -0.301 -3.4 0.3 1.8
C 0.703 0.453 -0.967 -0.2 -0.8 1.3
C 1.397 0.297 0.372 -2.9 -0.7 -2.4
N -0.516 0.263 -1.276 1.7 -1.1 -0.9
N -2.433 -0.688 0.134 2.9 0.5 -1.8
O -1.619 1.444 0.143 -0.2 0.5 1.2
H 1.433 0.743 -1.650 0.5 0.3 -2.2
H 1.152 1.083 0.946 -1.5 2.8 2.4
H 2.395 0.419 0.309 3.5 -0.5 -0.6
H 1.042 -0.579 0.801 -0.2 -1.7 1.1
H -3.128 -0.268 0.715 -0.3 0.4 0.1
H -2.791 -1.282 -0.599 0.1 -0.1 0.1
```
Forces are in eV/Å.

Here are the Mulliken charges for atoms 1 to 2, given in e: 0.5721, 0.1467



Here is a cluster of 2 separate species, CNO4S in total in a non-equilibrium geometry from OMol25. Energies are from ωB97M-V/def2-TZVPD.

Values from the calculation:
E_HOMO = -4.48 eV
gap between HOMO and LUMO = 7.7 eV
charge = -1

Structure (XYZ):
```
7
Properties=species:S:1:pos:R:3:forces:R:3
C 1.688 0.276 -0.240 0.2 2.9 -1.4
N -1.439 -0.213 0.104 2.2 0.9 0.9
O 1.551 1.178 -0.977 -0.5 -1.7 0.8
O -1.262 -0.256 -1.089 -0.6 -0.5 -2.8
O -0.387 -0.071 0.798 -0.1 0.0 1.1
O -2.526 -0.237 0.632 -1.8 -0.3 0.8
S 2.375 -0.677 0.772 0.6 -1.4 0.7
```
Forces are in eV/Å.

Here are the Mulliken charges for atoms 1 to 2, given in e: 0.6905, 1.0641